Here is a cluster of 11 separate species, C37H72BN15O26P2S in total from OMol25. Energies are from ωB97M-V/def2-TZVPD.

Gap between HOMO and LUMO = 7.0 eV
Structure (SMILES) = CCCc1c(ON=O)c(N=C(C)C)c(CC)c2c1Sc1cc(P(=N)(O)O)c(B(N)O)c(CCCO)c1N2P(CC)CC.C[N+](=O)[O-].C[N+](=O)[O-].C[N+](=O)[O-].C[N+](=O)[O-].C[N+](=O)[O-].C[N+](=O)[O-].C[N+](=O)[O-].C[N+](=O)[O-].C[N+](=O)[O-].C[N+](=O)[O-]
HOMO energy = -7.52 eV
LUMO level = -0.0201 Ha
E_tot = -145184.7451 eV
F_max = 2.310 eV/Å

Each line ends with the Mulliken charge.
Geometry (Å):
1 C 6.25 -1.77 1.52  -1.181
2 C 5.81 -0.90 0.33  -0.218
3 C 5.59 0.60 0.76  -1.852
4 C 4.20 1.14 0.46  0.008
5 C 4.05 2.18 -0.45  0.294
6 O 5.19 2.67 -1.10  -0.477
7 N 5.68 1.70 -2.05  -0.066
8 O 5.01 1.65 -3.00  -0.170
9 C 2.81 2.71 -0.75  0.494
10 N 2.74 3.74 -1.72  -0.528
11 C 2.25 3.43 -2.86  1.101
12 C 1.98 4.55 -3.83  -1.563
13 C 1.94 2.03 -3.37  -0.783
14 C 1.69 2.20 -0.11  0.418
15 C 0.32 2.80 -0.42  1.442
16 C 0.34 4.34 -0.12  -1.720
17 C 1.79 1.16 0.80  -1.437
18 C 3.06 0.65 1.05  0.686
19 S 3.13 -0.71 2.21  -0.078
20 C 1.65 -1.58 1.74  0.960
21 C 1.58 -2.95 1.69  -0.627
22 C 0.40 -3.53 1.31  -0.228
23 P 0.30 -5.34 1.19  0.932
24 N -0.60 -5.98 2.26  -0.927
25 O 1.84 -5.88 1.25  -0.574
26 O -0.19 -5.67 -0.34  -0.493
27 C -0.74 -2.80 0.99  0.000
28 B -2.12 -3.46 0.55  0.609
29 N -3.01 -4.18 1.42  -0.567
30 O -2.43 -3.35 -0.82  -0.605
31 C -0.63 -1.42 1.06  -0.283
32 C -1.84 -0.55 0.74  -0.245
33 C -2.71 -0.51 2.02  0.300
34 C -4.14 -0.07 1.72  -0.685
35 O -4.77 0.34 2.93  -0.395
36 C 0.56 -0.80 1.41  -1.218
37 N 0.61 0.63 1.42  1.258
38 P 0.22 1.33 2.99  -0.522
39 C 1.68 2.12 3.79  -0.428
40 C 2.16 1.26 4.99  -0.777
41 C -1.11 2.62 2.79  -0.355
42 C -1.97 2.67 4.08  -1.010
43 H 5.80 -1.44 2.46  0.227
44 H 7.33 -1.79 1.66  0.376
45 H 5.93 -2.81 1.37  0.295
46 H 4.86 -1.27 -0.06  0.267
47 H 6.59 -0.89 -0.44  0.459
48 H 5.74 0.64 1.84  0.611
49 H 6.33 1.27 0.32  0.588
50 H 0.93 4.86 -3.79  0.284
51 H 2.66 5.39 -3.66  0.402
52 H 2.18 4.21 -4.85  0.473
53 H 2.83 1.44 -3.59  -0.017
54 H 1.40 2.13 -4.31  0.470
55 H 1.29 1.45 -2.71  0.080
56 H 0.03 2.59 -1.45  -0.011
57 H -0.42 2.38 0.26  -1.186
58 H 1.14 4.50 0.61  0.330
59 H 0.64 4.92 -0.99  0.324
60 H -0.61 4.68 0.30  0.456
61 H 2.45 -3.56 1.94  0.935
62 H -1.36 -6.49 1.83  0.293
63 H 2.27 -5.49 0.47  0.375
64 H 0.04 -4.91 -0.90  0.355
65 H -2.54 -4.59 2.22  0.291
66 H -3.84 -3.66 1.70  0.271
67 H -3.16 -2.73 -0.95  0.269
68 H -1.51 0.46 0.52  -0.084
69 H -2.41 -0.95 -0.10  0.016
70 H -2.27 0.13 2.79  -0.171
71 H -2.77 -1.51 2.46  0.331
72 H -4.72 -0.93 1.34  0.363
73 H -4.17 0.74 0.98  0.270
74 H -5.73 0.22 2.84  0.241
75 H 2.49 2.41 3.12  0.496
76 H 1.31 3.06 4.23  0.552
77 H 2.10 0.21 4.73  -0.223
78 H 1.55 1.49 5.86  0.383
79 H 3.18 1.55 5.28  0.382
80 H -0.61 3.59 2.65  0.575
81 H -1.70 2.45 1.88  0.407
82 H -2.93 2.18 3.94  0.248
83 H -2.07 3.70 4.43  0.224
84 H -1.44 2.13 4.87  0.232
85 C -1.87 0.08 -4.80  -0.816
86 N -1.45 1.50 -4.66  0.986
87 O -1.02 2.06 -5.65  -0.556
88 O -1.56 2.01 -3.56  -0.569
89 H -1.71 -0.22 -5.82  0.413
90 H -1.26 -0.51 -4.12  0.290
91 H -2.92 0.02 -4.54  0.272
92 C 3.13 -3.32 5.50  -0.536
93 N 2.69 -2.13 6.29  0.964
94 O 1.67 -1.58 5.95  -0.503
95 O 3.40 -1.80 7.22  -0.587
96 H 2.41 -3.49 4.71  0.129
97 H 4.11 -3.09 5.09  0.238
98 H 3.18 -4.16 6.18  0.333
99 C -8.64 1.60 4.91  -0.492
100 N -7.86 0.46 4.35  0.965
101 O -7.67 0.45 3.14  -0.649
102 O -7.46 -0.37 5.12  -0.506
103 H -8.92 2.26 4.10  0.310
104 H -9.51 1.19 5.40  0.270
105 H -7.99 2.10 5.62  0.141
106 C 5.39 0.68 -5.94  0.098
107 N 4.33 0.00 -6.72  0.978
108 O 4.48 -1.17 -6.99  -0.582
109 O 3.36 0.67 -7.03  -0.564
110 H 6.18 -0.03 -5.73  0.305
111 H 5.76 1.50 -6.53  0.112
112 H 4.94 1.04 -5.02  -0.228
113 C -5.50 3.69 7.85  -0.585
114 N -6.97 3.93 7.92  0.921
115 O -7.68 3.22 7.23  -0.613
116 O -7.35 4.81 8.65  -0.534
117 H -5.31 2.87 7.16  0.279
118 H -5.03 4.60 7.50  0.210
119 H -5.16 3.43 8.85  0.290
120 C 8.32 1.70 -9.49  -0.730
121 N 7.97 1.79 -8.05  0.860
122 O 7.78 0.76 -7.44  -0.502
123 O 7.88 2.91 -7.57  -0.507
124 H 8.35 0.65 -9.77  0.315
125 H 7.55 2.22 -10.05  0.298
126 H 9.29 2.17 -9.62  0.280
127 C -1.32 -3.48 -8.38  -0.755
128 N -1.92 -2.41 -7.54  0.836
129 O -2.97 -1.93 -7.89  -0.518
130 O -1.30 -2.08 -6.54  -0.494
131 H -1.97 -3.66 -9.22  0.307
132 H -0.34 -3.13 -8.71  0.293
133 H -1.22 -4.37 -7.76  0.303
134 C -0.39 -8.65 -1.44  -0.636
135 N 0.28 -9.67 -2.28  0.900
136 O -0.07 -10.83 -2.16  -0.537
137 O 1.15 -9.28 -3.04  -0.540
138 H -1.13 -9.14 -0.82  0.311
139 H 0.37 -8.17 -0.83  0.206
140 H -0.86 -7.93 -2.11  0.270
141 C -4.42 7.75 5.25  -0.745
142 N -3.48 6.60 5.30  0.790
143 O -2.59 6.57 4.47  -0.481
144 O -3.66 5.77 6.17  -0.512
145 H -4.14 8.40 4.43  0.322
146 H -5.42 7.35 5.10  0.290
147 H -4.35 8.27 6.20  0.290
148 C -4.80 -3.29 -4.27  -0.663
149 N -5.25 -2.10 -3.49  0.857
150 O -6.27 -1.55 -3.83  -0.531
151 O -4.55 -1.77 -2.55  -0.486
152 H -5.52 -3.46 -5.07  0.313
153 H -3.82 -3.05 -4.67  0.164
154 H -4.76 -4.13 -3.59  0.295



Here is a structure of composition C37H73AsCsN8OPSeSi3 from OMol25. Energies are from ωB97M-V/def2-TZVPD.

Gap between HOMO and LUMO = 3.3 eV
HOMO energy = 0.35 eV
LUMO level = 0.1326 Ha
E_tot = -213180.0770 eV
Total charge = -2
F_max = 0.694 eV/Å

Each line ends with the Mulliken charge.
Geometry (Å):
1 Cs 0.75 -0.47 -0.85  0.428
2 N 5.26 -0.13 -2.91  0.212
3 C 4.03 -0.43 -3.35  -0.422
4 N 3.18 0.47 -2.93  -0.228
5 C 3.96 1.31 -2.19  0.184
6 N 5.24 0.99 -2.16  -0.816
7 C 3.38 2.41 -1.40  0.607
8 C 4.17 3.24 -0.61  -0.552
9 N 3.64 4.17 0.17  -0.691
10 C 2.32 4.25 0.17  -0.258
11 C 1.53 3.44 -0.63  0.064
12 N 2.06 2.53 -1.44  0.183
13 H 6.12 -0.65 -3.02  0.196
14 H 3.78 -1.33 -3.90  0.543
15 H 5.25 3.12 -0.61  0.477
16 H 1.86 4.98 0.83  0.503
17 H 0.45 3.50 -0.62  -0.051
18 C -1.94 5.27 -1.38  -1.081
19 Si -3.20 3.86 -1.29  0.221
20 C -3.64 3.66 0.53  -0.550
21 C -4.72 4.51 -2.21  -1.082
22 As -2.22 1.84 -1.95  0.548
23 Si -4.04 0.32 -1.85  0.116
24 C -3.72 -0.77 -0.36  -0.339
25 C -5.70 1.19 -1.58  -1.145
26 C -4.20 -0.66 -3.43  -0.748
27 Si -1.70 2.12 -4.23  0.317
28 C -0.06 3.05 -4.22  -0.563
29 C -2.95 3.14 -5.20  -1.174
30 C -1.48 0.46 -5.05  -0.316
31 H -2.41 6.20 -1.05  0.427
32 H -1.56 5.43 -2.40  0.264
33 H -1.08 5.08 -0.74  0.170
34 H -4.09 4.57 0.93  0.408
35 H -2.73 3.45 1.10  -0.207
36 H -4.33 2.83 0.70  0.255
37 H -5.00 5.49 -1.80  0.367
38 H -5.57 3.84 -2.10  0.310
39 H -4.52 4.63 -3.27  0.252
40 H -3.47 -0.18 0.53  0.123
41 H -2.87 -1.42 -0.62  -0.173
42 H -4.59 -1.39 -0.14  0.397
43 H -5.72 1.87 -0.73  0.294
44 H -6.46 0.42 -1.42  0.392
45 H -5.99 1.76 -2.48  0.218
46 H -3.30 -1.26 -3.58  -0.027
47 H -4.39 -0.01 -4.29  0.141
48 H -5.05 -1.35 -3.33  0.378
49 H -0.13 4.00 -3.69  0.164
50 H 0.28 3.25 -5.24  0.414
51 H 0.70 2.44 -3.72  -0.097
52 H -2.95 4.19 -4.90  0.243
53 H -3.97 2.75 -5.07  0.273
54 H -2.71 3.10 -6.27  0.401
55 H -1.23 -0.35 -4.33  -0.273
56 H -0.67 0.52 -5.78  0.387
57 H -2.39 0.15 -5.57  0.304
58 Se -1.04 -2.46 -2.62  -1.151
59 C -1.02 -5.24 1.43  -0.992
60 C -1.06 -4.86 -0.04  -0.557
61 N -0.59 -5.94 -0.90  0.398
62 C -1.59 -6.95 -1.26  -0.768
63 C -2.37 -6.57 -2.52  -0.983
64 C 0.51 -5.86 -1.69  0.131
65 O 0.74 -6.69 -2.57  -0.701
66 C 1.54 -4.82 -1.39  0.476
67 C 2.22 -4.77 -0.20  0.311
68 C 3.25 -3.83 -0.04  -0.561
69 C 3.54 -3.01 -1.10  -0.285
70 N 2.91 -3.05 -2.28  -0.181
71 C 1.89 -3.91 -2.41  -0.740
72 H -1.46 -4.45 2.04  0.212
73 H 0.00 -5.41 1.77  0.111
74 H -1.59 -6.15 1.61  0.397
75 H -0.51 -3.96 -0.29  0.383
76 H -2.08 -4.61 -0.36  0.378
77 H -2.26 -7.05 -0.40  0.391
78 H -1.08 -7.91 -1.39  0.364
79 H -2.74 -5.55 -2.45  0.192
80 H -3.20 -7.27 -2.68  0.412
81 H -1.71 -6.59 -3.38  0.246
82 H 1.98 -5.46 0.60  0.500
83 H 3.80 -3.75 0.89  0.341
84 H 4.33 -2.27 -1.01  0.192
85 H 1.36 -3.94 -3.35  0.334
86 C 4.26 -0.25 3.49  -2.208
87 C 3.33 0.92 3.82  2.283
88 C 3.34 1.15 5.33  -1.935
89 C 3.96 2.14 3.12  -1.719
90 P 1.63 0.63 2.91  -0.304
91 N 1.73 0.84 1.41  -0.077
92 C 1.04 -1.12 3.45  2.943
93 C -0.46 -1.25 3.14  -2.085
94 C 1.26 -1.55 4.91  -2.157
95 C 1.71 -2.14 2.53  -2.082
96 C 0.40 1.88 3.74  3.095
97 C -0.81 1.98 2.80  -2.625
98 C -0.08 1.63 5.17  -2.024
99 C 1.06 3.27 3.68  -2.086
100 H 5.28 0.01 3.79  0.654
101 H 4.26 -0.44 2.42  0.328
102 H 4.00 -1.17 4.01  0.275
103 H 4.37 1.26 5.67  0.510
104 H 2.90 0.32 5.88  0.230
105 H 2.81 2.06 5.62  0.302
106 H 5.03 2.18 3.36  0.567
107 H 3.52 3.09 3.43  0.271
108 H 3.82 2.04 2.04  0.189
109 H -1.09 -0.73 3.86  0.297
110 H -0.74 -2.31 3.17  0.358
111 H -0.68 -0.88 2.14  0.424
112 H 0.81 -0.85 5.62  0.271
113 H 2.31 -1.65 5.16  0.311
114 H 0.79 -2.53 5.06  0.515
115 H 1.50 -1.92 1.48  0.114
116 H 1.32 -3.14 2.75  0.532
117 H 2.79 -2.17 2.63  0.074
118 H -1.49 1.13 2.88  0.156
119 H -0.48 2.05 1.77  0.415
120 H -1.39 2.87 3.07  0.741
121 H -0.68 0.73 5.25  0.320
122 H -0.71 2.47 5.49  0.503
123 H 0.75 1.56 5.88  0.244
124 H 1.47 3.44 2.68  0.115
125 H 1.86 3.39 4.41  0.379
126 H 0.30 4.03 3.88  0.651